Entry from the Open Molecules 2025 dataset: C18H27B2Br2CsF5LiMgNNaNbO4 as an isolated structure (the ωB97M-V functional and the def2-TZVPD basis).

Calculated values
orbital gap = 2.7 eV
E = -195954.51097 eV
highest occupied orbital energy = -9.23 eV
net charge = +1

XYZ file:
```
64
Properties=species:S:1:pos:R:3:forces:R:3
Cs -6.326906 5.483186 -4.238819 -2.765 4.060 -5.266
Nb 4.230453 -1.862997 2.205076 -0.831 -4.020 2.838
Br -1.005109 -1.658296 4.876671 -0.570 0.934 0.380
Br 4.626863 2.892371 -2.809443 0.709 -2.293 -0.429
Mg -4.708602 0.102710 -4.145089 0.068 -1.066 -0.780
Na 1.786207 1.552982 -0.410622 0.360 0.592 -0.230
F 4.684897 5.395892 -3.074489 0.173 -0.372 -1.234
F 3.235883 6.334970 -1.737450 -1.863 0.487 0.428
F 5.123376 5.513313 -0.910394 1.522 -0.903 1.115
F 3.487519 4.047391 -1.540198 -0.829 -0.270 0.327
F 4.997493 6.561956 0.938669 -0.185 0.001 0.205
O -2.508714 -0.501411 -3.052569 -1.503 0.152 -0.476
O -5.665489 1.460863 0.875454 -0.286 0.294 0.231
O 3.361870 -0.064617 -0.203596 -0.049 0.662 -2.361
O 0.614700 0.479387 3.511176 1.409 1.299 -0.684
N 3.264981 -3.687907 2.049486 0.491 2.754 -1.508
C -4.176201 -0.235439 0.216597 0.246 -0.105 -0.422
C -3.591048 -2.103933 1.602612 0.085 -0.177 0.048
C 0.434406 -2.505870 2.504866 1.483 -0.165 -2.227
C 2.155243 -3.846959 1.103655 -0.408 -0.840 1.168
C -3.370920 -0.749412 -0.821413 -0.174 0.177 -0.202
C -2.816845 -2.627058 0.572835 -0.048 0.098 0.066
C -3.207248 -0.030572 -2.103982 0.576 0.852 0.734
C -5.203728 3.671384 -2.656953 0.898 -1.000 1.233
C -4.738496 1.750109 -1.262596 -0.202 -0.068 -0.377
C -3.699680 1.979714 -3.478740 -0.738 -0.323 -0.503
C 1.044323 -2.821560 1.140029 0.077 -0.406 0.576
C -4.369273 3.205068 -3.646735 -0.319 0.337 0.393
C -2.704807 -1.954989 -0.631790 0.060 -0.150 0.076
C -4.926812 1.018289 0.029885 0.066 -0.176 0.083
C -5.390493 2.933333 -1.457464 -0.156 0.150 -0.248
C -3.879034 1.233575 -2.273777 1.512 -0.073 1.095
C 4.578235 -1.957399 -1.378909 0.209 2.103 0.340
C -4.271107 -0.915232 1.422252 -0.007 -0.041 0.070
B 4.064531 -1.299739 -0.041487 0.561 -0.572 0.748
B 4.161568 5.379005 -1.819349 0.279 2.562 -0.225
Li 5.379065 0.211265 -1.457127 -0.234 1.716 0.342
H -3.662514 -2.624013 2.546207 0.057 -0.006 0.074
H 5.397170 -1.290809 -1.709226 0.340 -1.514 -0.593
H 1.410282 -0.031226 3.832010 -0.336 -0.134 -0.295
H 5.014889 -2.911743 -1.278567 0.458 -1.000 0.122
H 2.671132 -0.889833 2.587339 -0.254 0.866 -0.348
H 3.881980 -4.479817 1.993100 0.180 -0.517 0.250
H -0.187069 -0.115549 3.460364 -0.931 -1.266 1.388
H -4.874900 -0.513540 2.220665 -0.088 0.117 0.008
H 0.033414 -1.539418 2.445018 -0.904 0.934 -0.305
H -0.327224 -3.174146 2.761759 -0.987 -0.969 0.435
H 3.833350 -1.904244 -2.148823 -0.501 -0.153 -0.609
H -6.046614 3.311191 -0.687097 0.002 -0.050 0.145
H -2.098036 -2.364658 -1.424913 0.020 0.052 -0.134
H 1.679334 -4.772246 1.362832 -0.486 -0.818 0.155
H -4.218563 3.772321 -4.562226 0.209 -0.213 -0.006
H -3.034582 1.618491 -4.253616 0.512 0.292 0.264
H 1.154880 -2.453969 3.261586 0.994 -0.267 1.155
H 5.082986 -0.239172 2.236813 -0.025 0.230 -0.610
H 2.610717 -0.287044 0.324524 -0.565 -0.205 1.652
H 2.489953 -3.999274 0.099345 0.453 0.074 -0.830
H -5.721517 4.606631 -2.796421 2.050 -2.971 3.979
H 0.251915 -3.278993 0.587889 -0.561 -0.153 -0.881
H 0.444384 1.255359 4.068759 -0.144 -0.192 0.379
H 4.658191 -1.969849 3.992554 0.599 0.698 -0.180
H 5.868740 -2.627089 1.856351 0.000 0.466 -0.284
H 1.311001 -1.919932 0.611286 0.256 0.578 -0.280
H -2.294400 -3.560801 0.716221 0.032 -0.087 0.024
```
Positions in Å, forces in eV/Å.